A molecular structure, C6H8O6Sr at a distorted geometry, computed with ωB97M-V/def2-TZVPD.

The geometry in XYZ format:
```
21
C6H8O6Sr ωB97M-V/def2-TZVPD
C 0.578 -1.339 0.180
Sr 2.174 3.485 1.417
H -2.086 -1.443 -0.021
C 2.054 -1.342 0.446
O -2.104 2.309 -0.861
C -2.234 1.144 -0.533
H -2.565 1.696 -2.203
O -2.316 0.544 0.580
H -2.285 -1.113 1.722
H 0.058 -0.218 1.896
H 2.481 -2.343 0.346
O 2.751 -0.569 -0.581
H 2.305 -0.922 1.425
C -1.773 -0.798 0.808
C -0.292 -0.754 1.010
O 2.372 1.362 0.485
C 2.810 0.705 -0.465
H -2.897 -0.410 -1.733
H 0.238 -1.857 -0.721
O -2.664 0.543 -1.742
O 3.396 1.319 -1.455
```

The frontier orbital gap (alpha / beta) is 8.68 / 6.85 eV. The spin multiplicity is 2. As for the charge: +3. The calculation puts the molar mass at 263.74 Da. Its energy above the lowest of the compared OMol25 structures with the same formula, charge and spin is 36.5 kcal per mole.

Which charges does Löwdin predict for the atoms? In e, they are: -0.018, 1.944, 0.143, -0.059, 0.194, -0.493, 0.388, 0.141, 0.164, 0.132, 0.164, 0.137, 0.142, -0.059, -0.043, -0.166, -0.640, 0.203, 0.146, 0.200, 0.379